Entry 1:
{
  "formula": "C4H12O3",
  "method": "the ωB97M-V functional and the def2-TZVPD basis",
  "elements": ["C", "C", "C", "H", "H", "H", "O", "H", "H", "H", "O", "O", "H", "H", "H", "H", "H", "H", "C"],
  "xyz": [[-0.3585, -1.6037, 1.3004], [0.6347, -1.3911, 0.2221], [-0.9751, -0.5434, 1.9194], [0.9517, 1.3744, 1.1675], [1.2855, -2.4321, -1.5738], [-0.8217, 0.4663, 1.5074], [-1.9772, 0.9611, -0.7503], [-1.3877, 1.1782, -0.0513], [0.0721, 2.8163, -2.5343], [-1.6239, -0.7069, 2.8265], [1.4745, 1.9110, 0.4575], [0.1803, 1.9630, -1.9776], [-0.2123, -3.0737, -0.8304], [2.0833, 1.1739, -0.0025], [-1.3177, 1.0909, -1.5058], [0.6203, 2.3301, -1.3026], [1.3139, -0.6537, 0.2830], [-0.5263, -2.6120, 1.5893], [0.5841, -2.2487, -0.7446]],
  "forces_ev_per_a": [[-0.5687, 3.6855, 1.1129], [-3.0162, -2.2632, 1.0850], [0.5550, -2.1086, 0.0018], [1.5103, 1.3762, -1.8550], [-0.0956, 0.9547, 0.4074], [-0.1344, -0.5429, 0.7036], [0.5069, -0.1319, -2.2231], [0.3867, 0.3041, 1.1041], [-0.1091, -2.3660, 0.8097], [0.6109, 0.4346, -1.3201], [0.7681, -3.6988, 0.3686], [-2.3379, 0.9476, -6.0358], [1.0355, 1.4210, 0.6936], [-2.0679, 2.5088, 1.6486], [-1.4140, -0.1804, 1.1217], [2.7411, 1.5420, 4.8167], [2.2575, 2.3570, 0.2251], [-0.2534, -0.6287, 0.3256], [-0.3750, -3.6112, -2.9904]],
  "lowdin_charge": [-0.16, -0.20, 0.02, 0.07, 0.06, 0.02, -0.09, -0.05, 0.13, 0.08, -0.13, -0.04, 0.10, 0.12, 0.03, -0.07, 0.03, 0.09, 0.00],
  "total_energy_ev": -10482.270,
  "e_homo_ha": -0.3426,
  "de_lowest_ev": 2.869,
  "multiplicity": 1,
  "total_charge": 0,
  "smiles": "C=CC=C.O.O.O",
  "max_force_ev_per_a": 6.542
}


Entry 2:
{
  "formula": "C4H12O4",
  "method": "the ωB97M-V functional and the def2-TZVPD basis",
  "elements": ["C", "C", "H", "H", "O", "H", "O", "H", "O", "H", "H", "C", "H", "H", "H", "C", "H", "O", "H", "H"],
  "xyz": [[-0.7815, 1.4585, -0.8245], [-0.5518, 1.2120, 0.6023], [-1.6387, -1.9115, -0.8430], [-0.9621, -3.1689, -0.4861], [0.8226, 1.4002, 0.8142], [-2.3695, 0.5135, 1.3943], [1.4486, -2.6529, 1.3732], [2.3838, -2.4504, 1.4666], [-0.7618, -2.2329, -0.6038], [-2.7962, 1.9036, -0.6159], [2.9999, -0.5471, -1.3479], [-1.3327, 0.7665, 1.5696], [0.9922, 1.6974, 1.7143], [-0.9831, 0.5968, 2.5688], [1.1464, -2.1791, 0.5846], [-2.0194, 1.6000, -1.3074], [2.9967, 0.9302, -1.0254], [3.5942, 0.1895, -1.1671], [0.0526, 1.3864, -1.5075], [-2.2400, 1.4880, -2.3596]],
  "forces_ev_per_a": [[-1.6556, -0.7596, -0.2122], [2.2340, 0.5025, -0.1008], [0.1700, 0.5247, -0.0143], [0.4520, -0.1362, 0.1611], [-0.2270, 0.3644, 0.1072], [0.0187, 0.1401, -0.1405], [-0.0321, 0.0156, -0.1522], [-0.0153, 0.0571, -0.0665], [-0.5005, -0.3578, -0.1597], [-0.3315, -0.5033, -0.1400], [0.0894, 0.0065, -0.0017], [-0.9805, -0.0443, -0.2451], [-0.0679, -0.2639, 0.0569], [0.3355, -0.0165, 0.2199], [-0.0495, -0.0376, 0.2453], [0.4980, 0.3753, 0.2334], [-0.0149, 0.0773, 0.1374], [-0.1310, -0.0966, -0.0697], [0.2157, -0.3027, 0.1893], [-0.0077, 0.4550, -0.0478]],
  "lowdin_charge": [-0.12, -0.40, 0.04, 0.05, -0.01, 0.06, -0.07, 0.03, -0.05, 0.06, 0.03, 0.07, 0.10, 0.06, 0.00, 0.03, 0.02, -0.06, 0.10, 0.06],
  "total_energy_ev": -12530.954,
  "e_homo_ha": -0.3312,
  "de_lowest_ev": 2.138,
  "multiplicity": 1,
  "total_charge": 0,
  "smiles": "C=CC(=C)O.O.O.O",
  "max_force_ev_per_a": 2.292
}


Entry 3:
{
  "formula": "C4H12O4",
  "method": "the ωB97M-V functional and the def2-TZVPD basis",
  "elements": ["O", "H", "H", "H", "C", "C", "H", "H", "O", "H", "O", "H", "H", "C", "C", "H", "H", "H", "H", "O"],
  "xyz": [[-1.3067, 1.8397, 0.3600], [1.1817, 0.6427, 1.1227], [3.3770, -0.2024, 0.6948], [-1.1291, -1.9996, -1.5040], [-0.6939, -1.4198, -0.6616], [-0.7693, 0.0499, -1.1086], [-1.8802, 2.2770, 0.9981], [-1.2967, -1.4703, 0.2590], [3.4025, 0.5992, 0.1654], [3.0597, 1.4045, 0.5649], [0.4993, 0.8126, 1.7793], [0.2383, 0.4858, -0.8484], [-2.5486, 0.1835, 0.2908], [-1.8650, 0.7728, -0.3540], [0.5503, -2.1082, -0.2453], [0.5628, -3.1642, -0.4625], [-0.8235, 0.0163, -2.1861], [0.5209, 1.7557, 1.9949], [-2.5438, 1.0830, -1.1847], [1.4640, -1.5584, 0.3255]],
  "forces_ev_per_a": [[0.0768, 1.1021, -0.3836], [0.0235, -0.0710, -0.0536], [-0.4658, 0.4854, 0.4772], [-0.1579, -0.1873, 0.9782], [-1.1619, -0.2982, -0.7895], [2.6293, -0.9435, 1.6926], [-0.3850, -0.4676, -0.3397], [-0.1934, -0.5810, -0.3689], [0.4078, 0.3038, -1.0955], [0.1263, -0.6404, 0.5818], [0.4832, -0.1124, 0.9692], [-1.1288, 0.0071, -0.2853], [0.8501, -0.2800, -0.1743], [-1.6343, 0.7195, -1.2981], [0.7980, 1.5568, 0.1735], [0.1949, -0.9387, 0.0207], [-0.4459, 0.5815, -0.2267], [0.0331, -0.4042, -0.3568], [0.0298, 0.5856, 0.6457], [-0.0798, -0.4175, -0.1668]],
  "lowdin_charge": [-0.09, -0.02, 0.03, 0.12, -0.16, -0.16, 0.10, 0.13, -0.06, 0.03, -0.06, 0.12, 0.12, -0.28, -0.24, 0.11, 0.11, 0.05, 0.11, 0.04],
  "total_energy_ev": -12530.872,
  "e_homo_ha": -0.3528,
  "de_lowest_ev": 2.220,
  "multiplicity": 1,
  "total_charge": 0,
  "smiles": "O=CCCCO.O.O",
  "max_force_ev_per_a": 3.266
}


Entry 4:
{
  "formula": "C4H12O6Pt",
  "method": "the ωB97M-V functional and the def2-TZVPD basis",
  "elements": ["H", "H", "H", "O", "H", "H", "C", "H", "O", "C", "H", "O", "H", "Pt", "O", "H", "O", "H", "C", "H", "O", "C", "H"],
  "xyz": [[1.6434, 1.5642, -3.9783], [-2.7919, 2.9075, 2.5564], [5.1460, -0.3620, 1.5925], [-2.9986, 2.3544, 0.6260], [-3.7344, -2.1376, -2.3191], [-4.4299, 2.9560, 2.0403], [4.4879, -1.7747, -0.0499], [-3.0744, -3.3128, -3.0083], [-2.9026, 0.0668, 2.6280], [-3.5197, 2.3624, 1.9553], [5.1822, -1.8736, -0.8843], [3.2781, -2.3136, -0.5357], [-4.0558, 1.1780, 3.7709], [-0.3783, -0.4181, -0.4044], [0.9047, 0.9681, -4.1019], [5.2207, 0.3640, 0.1759], [3.3230, 0.2679, 1.0401], [0.7727, 0.9428, -5.0496], [-3.8620, 1.0783, 2.7029], [-4.7939, 0.6482, 2.3360], [-2.9052, -2.6119, -2.3788], [4.5519, -0.3342, 0.6791], [4.9360, -2.5203, 0.6068]],
  "forces_ev_per_a": [[0.2055, 0.0928, 0.2413], [0.3347, -0.0875, 0.7097], [0.2201, -0.6833, 0.8266], [-1.7204, -0.6371, 2.6942], [-0.1341, 0.2923, 0.1626], [-0.7687, 0.2951, -0.0259], [-2.1256, -0.7092, -0.9997], [0.0242, -0.1851, -0.1534], [-0.8080, 1.0354, -0.2827], [1.9482, 1.6566, -3.3688], [0.8395, 0.9297, -0.5638], [1.5199, 1.5484, 1.2066], [-0.1811, 1.1554, 0.4964], [0.0133, 0.0617, 0.0774], [-0.1601, -0.0562, -0.0641], [-0.2214, 0.3961, -1.0964], [2.1009, -0.9336, -0.9643], [-0.0619, -0.0456, -0.2133], [1.3475, -3.4408, 0.5955], [-0.3135, 0.0515, -0.8191], [0.1107, -0.1270, -0.0159], [-2.3809, -0.5064, 0.3952], [0.2112, -0.1032, 1.1620]],
  "lowdin_charge": [0.02, 0.07, 0.07, -0.35, 0.03, 0.06, -0.44, 0.01, -0.12, -0.44, 0.05, -0.33, 0.07, -0.01, -0.05, 0.08, -0.14, 0.01, -0.37, 0.10, -0.05, -0.34, 0.06],
  "total_energy_ev": -19861.280,
  "e_homo_ha": [-0.0171, 0.0028],
  "multiplicity": 3,
  "total_charge": -2,
  "max_force_ev_per_a": 4.229
}


Entry 5:
{
  "formula": "C4H12OS",
  "method": "the ωB97M-V functional and the def2-TZVPD basis",
  "elements": ["H", "O", "H", "C", "H", "H", "C", "H", "C", "H", "H", "H", "H", "C", "H", "S", "H", "H"],
  "xyz": [[-0.5403, 0.8906, 0.1320], [0.5466, -1.6054, 0.4264], [-0.0239, 2.0906, -0.8746], [-0.8621, 1.8503, -0.1637], [-4.0092, 0.1309, -1.3466], [-0.3269, -1.2323, 0.2603], [-2.9182, 0.2833, -1.3426], [2.8659, -1.4031, -0.6293], [1.4547, -0.7626, 1.0424], [1.1518, 0.2930, 0.9082], [3.0701, -2.1575, 0.9295], [-0.6520, 2.3915, 0.8986], [-2.5803, 0.3819, -2.3529], [2.9556, -1.2206, 0.4348], [1.5209, -1.0188, 2.1386], [-2.6013, 1.9977, -0.6157], [-2.7147, -0.4718, -0.6592], [3.6634, -0.4376, 0.8138]],
  "forces_ev_per_a": [[-0.5054, -1.6456, 0.1960], [-1.0246, -1.0883, -0.7423], [-1.2748, 0.5439, 0.2570], [1.7235, 1.7690, 2.1914], [0.0571, 0.7445, -0.4095], [0.3393, 0.2052, 0.2771], [-1.9570, 2.9521, 0.0839], [0.2732, 0.4883, -0.1477], [2.3768, -0.4862, 0.1306], [0.7242, -0.3750, 0.0688], [0.6138, -0.6739, 0.3007], [-0.6373, -0.6278, -2.7135], [0.5833, -1.0332, -0.3179], [-2.7606, 2.2406, 1.8015], [-0.1637, 0.5847, -0.8283], [0.1615, -1.1810, -0.1223], [1.7294, -1.4450, 0.7826], [-0.2587, -0.9723, -0.8081]],
  "lowdin_charge": [-0.06, -0.10, 0.06, -0.49, 0.03, 0.06, -0.36, 0.05, -0.29, 0.08, 0.04, 0.09, 0.02, -0.04, 0.11, 0.72, 0.00, 0.07],
  "total_energy_ev": -17223.353,
  "e_homo_ha": -0.3250,
  "de_lowest_ev": 2.191,
  "multiplicity": 1,
  "total_charge": 0,
  "smiles": "CCO.CSC",
  "max_force_ev_per_a": 3.986
}